Here is a molecular structure, C45H42F3N6O3P2STi from OMol25. Energies are from ωB97M-V/def2-TZVPD.

HOMO-LUMO gap (spin up / spin down)	6.6 / 6.8	eV
2S+1	2
lowest unoccupied orbital energy (spin up / spin down)	0.158 / 0.057	eV
HOMO level (spin up / spin down)	-6.428 / -6.780	eV

Positions of all 103 atoms, in Å:
Ti (0.387990, 1.427861, 0.546765)
C (5.456025, 1.544868, 4.410469)
C (4.051639, 2.092052, 4.636330)
N (3.008467, 1.136374, 4.330192)
C (2.551788, 0.878455, 3.078893)
S (1.321090, -0.280755, 2.892858)
N (3.176094, 1.526879, 2.109637)
N (2.581809, 1.458083, 0.895929)
C (3.375876, 1.527662, -0.123491)
C (4.868079, 1.499750, -0.012150)
C (2.758101, 1.621883, -1.455686)
C (3.522469, 1.671525, -2.623464)
C (2.883859, 1.724875, -3.848484)
C (1.498766, 1.729778, -3.885675)
C (0.806716, 1.708160, -2.687027)
N (1.412713, 1.657539, -1.502190)
H (6.211926, 2.287497, 4.673457)
H (5.585504, 1.273141, 3.362800)
H (5.624144, 0.654007, 5.018270)
H (3.889609, 2.975713, 4.016462)
H (3.926299, 2.395126, 5.677791)
H (2.618240, 0.563100, 5.056589)
H (5.148936, 1.162333, 0.980120)
H (5.290474, 2.497439, -0.162496)
H (5.302676, 0.832109, -0.756626)
H (4.600358, 1.673883, -2.571558)
H (3.463769, 1.767740, -4.761755)
H (0.950283, 1.777058, -4.816678)
H (-0.271314, 1.740406, -2.646905)
O (-1.254746, 0.929857, 1.486585)
C (-1.903222, 1.160124, 2.585189)
C (-3.038404, 0.381706, 2.904515)
C (-3.730717, 0.562774, 4.079833)
C (-3.323955, 1.524217, 5.001119)
C (-2.215773, 2.292884, 4.714782)
C (-1.498364, 2.139474, 3.525814)
C (-0.348697, 2.976015, 3.236027)
N (0.516504, 2.856602, 2.238677)
C (1.407620, 3.900550, 2.348420)
C (1.092416, 4.654580, 3.425767)
N (-0.010553, 4.051668, 3.987195)
H (-3.332561, -0.381244, 2.194792)
H (-4.593854, -0.057324, 4.294354)
H (-3.857487, 1.660019, 5.932339)
H (-1.896551, 3.017932, 5.455553)
H (2.199586, 4.034549, 1.635468)
H (1.532226, 5.545423, 3.835850)
H (-0.522108, 4.380134, 4.784743)
O (0.641611, -0.564363, -0.175860)
P (0.364399, -1.847345, -0.865393)
C (-0.622812, -1.618527, -2.380751)
P (-2.052224, -0.512498, -2.108361)
O (-1.709742, 0.677863, -1.301143)
C (-2.578792, -0.048578, -3.774761)
C (-2.846429, -0.973857, -4.780972)
C (-3.245579, -0.538317, -6.033392)
C (-3.379024, 0.823047, -6.282601)
C (-3.113941, 1.745402, -5.281968)
C (-2.714108, 1.313282, -4.024864)
C (-3.369782, -1.489699, -1.355569)
C (-3.673688, -2.805433, -1.693970)
C (-4.718022, -3.458904, -1.061249)
C (-5.465501, -2.799981, -0.093010)
C (-5.163997, -1.489747, 0.246595)
C (-4.115527, -0.834489, -0.381216)
C (-0.590352, -2.970203, 0.155598)
C (-1.195099, -2.418183, 1.281996)
C (-2.035713, -3.205751, 2.057030)
C (-2.264927, -4.528662, 1.712916)
C (-1.658072, -5.078453, 0.588266)
C (-0.826642, -4.298211, -0.194878)
C (1.890436, -2.636630, -1.417273)
C (2.641187, -1.980216, -2.392613)
C (3.870041, -2.483273, -2.780959)
C (4.359157, -3.645632, -2.196117)
C (3.623479, -4.292611, -1.215270)
C (2.392809, -3.786696, -0.820483)
H (-0.907963, -2.599684, -2.770577)
H (0.007900, -1.135642, -3.131914)
H (-2.746786, -2.037361, -4.592310)
H (-3.453401, -1.257152, -6.815417)
H (-3.693917, 1.163461, -7.260736)
H (-3.219897, 2.804874, -5.476305)
H (-2.501958, 2.020686, -3.229981)
H (-3.095438, -3.337741, -2.441311)
H (-4.945962, -4.485083, -1.320363)
H (-6.281259, -3.312979, 0.400582)
H (-5.737476, -0.976143, 1.008069)
H (-3.849349, 0.181159, -0.111359)
H (-1.018211, -1.377849, 1.534924)
H (-2.505216, -2.773510, 2.931796)
H (-2.919034, -5.139901, 2.322082)
H (-1.837244, -6.112762, 0.323559)
H (-0.358973, -4.728279, -1.075145)
H (2.280712, -1.056409, -2.835360)
H (4.450055, -1.965317, -3.534156)
H (5.320474, -4.039801, -2.499708)
H (4.010630, -5.187198, -0.745420)
H (1.834601, -4.279685, -0.034202)
F (-1.418698, 3.981908, 0.562698)
C (-0.478921, 3.412044, -0.257759)
F (-1.095474, 3.441361, -1.499849)
F (0.493917, 4.389186, -0.380965)

Force components x, y, z for each atom (eV/Å):
Ti -0.494 0.021 0.397
C 0.013 -0.045 -0.007
C 0.037 0.064 -0.046
N -0.042 0.084 -0.004
C 0.115 -0.201 0.168
S -0.242 0.026 -0.162
N 0.203 0.094 -0.050
N 0.184 0.085 -0.270
C 0.030 -0.029 -0.248
C -0.005 0.047 0.109
C -0.099 -0.005 0.153
C -0.072 0.000 0.014
C 0.013 -0.005 0.011
C -0.046 0.005 -0.045
C -0.008 -0.002 0.028
N 0.231 0.045 0.160
H -0.013 0.013 0.000
H -0.014 0.013 0.029
H 0.012 0.008 0.007
H 0.019 -0.018 0.018
H -0.008 -0.017 0.006
H -0.010 0.006 -0.007
H -0.003 -0.004 -0.001
H 0.011 -0.005 -0.009
H -0.005 -0.010 0.000
H -0.001 -0.004 0.029
H -0.008 -0.004 -0.007
H 0.016 0.000 -0.004
H 0.056 0.014 -0.045
O -0.152 0.009 -0.289
C 0.007 0.075 0.431
C 0.110 0.045 -0.100
C -0.043 -0.056 -0.001
C -0.035 0.024 0.102
C 0.025 0.013 -0.039
C -0.147 -0.188 -0.105
C 0.222 0.073 0.056
N -0.066 -0.087 -0.160
C 0.001 0.030 0.020
C 0.100 0.014 0.012
N -0.137 -0.033 -0.048
H -0.015 0.015 -0.015
H 0.004 0.001 -0.005
H 0.004 -0.001 -0.013
H 0.018 0.007 -0.018
H 0.008 0.018 0.009
H 0.012 -0.013 -0.006
H -0.004 0.015 -0.030
O 0.087 0.247 -0.141
P -0.015 -0.249 -0.018
C 0.059 -0.043 0.068
P -0.099 -0.249 -0.140
O 0.159 0.193 0.079
C 0.001 -0.052 0.104
C 0.009 -0.019 0.012
C 0.000 0.007 -0.020
C -0.005 -0.012 -0.005
C -0.002 0.029 -0.027
C 0.026 0.035 0.029
C 0.104 0.034 -0.062
C 0.023 -0.019 -0.024
C -0.026 -0.029 -0.002
C 0.004 0.001 -0.005
C -0.025 -0.009 0.016
C 0.009 0.098 0.027
C 0.039 0.118 -0.018
C 0.033 0.012 -0.010
C -0.010 0.005 0.013
C 0.001 -0.006 -0.002
C -0.027 -0.025 0.024
C 0.012 -0.050 -0.074
C -0.125 0.043 0.075
C -0.024 0.072 -0.037
C 0.035 -0.024 -0.008
C -0.013 0.017 -0.001
C 0.019 -0.005 0.000
C -0.016 -0.039 0.064
H -0.056 0.036 0.022
H -0.002 0.050 0.010
H -0.011 0.008 0.003
H -0.003 0.006 0.003
H 0.005 -0.007 -0.001
H 0.000 -0.006 0.002
H -0.032 0.000 -0.009
H 0.004 0.021 0.007
H -0.002 0.007 0.010
H 0.008 -0.004 -0.005
H 0.003 -0.005 -0.007
H 0.007 -0.014 0.014
H 0.013 0.002 -0.008
H 0.000 -0.020 -0.003
H 0.003 0.004 -0.001
H 0.000 0.005 0.002
H -0.019 0.018 0.009
H -0.001 -0.017 0.009
H -0.003 -0.006 0.003
H -0.004 0.002 0.003
H 0.004 0.005 -0.005
H 0.026 0.018 -0.015
F -0.009 0.032 -0.018
C 0.023 -0.475 0.079
F -0.020 0.063 -0.011
F 0.048 0.059 -0.034



Here is a molecular structure, C6H19ClNO9P2S3 in a non-equilibrium geometry from OMol25. Energies are from ωB97M-V/def2-TZVPD.

charge	-1
HOMO-LUMO gap	7.3	eV
lowest unoccupied orbital energy	2.534	eV
HOMO level	-4.731	eV

Positions of all 41 atoms, in Å:
O (5.022912, 0.138642, 0.380338)
P (4.378032, 1.661135, -0.016771)
Cl (5.877691, 2.439994, -1.353552)
N (3.050325, 1.476968, -1.093449)
P (1.661499, 0.957626, -0.297835)
O (0.771472, 0.077725, -1.453289)
O (0.616158, 2.214920, 0.131464)
S (1.925514, -0.175217, 1.262022)
H (5.250849, -0.280769, -0.464078)
H (1.094225, -0.828867, -1.371013)
H (-0.262148, 1.901453, -0.126605)
O (-2.263560, 1.065821, 3.892484)
S (-0.976430, 0.956517, 4.526492)
O (-0.283467, -0.296145, 4.608797)
O (-1.080274, 1.589933, 6.011054)
C (-2.064851, 1.057182, 6.901269)
C (-1.685829, -0.320817, 7.414601)
C (0.112305, 2.159330, 3.829700)
H (-3.044918, 1.043581, 6.417464)
H (-2.128970, 1.749211, 7.742284)
H (-1.666893, -1.051625, 6.606601)
H (-2.404180, -0.664912, 8.161448)
H (-0.689158, -0.302520, 7.858296)
H (-0.392089, 3.122704, 3.799806)
H (0.362416, 1.833437, 2.818889)
H (1.015108, 2.208627, 4.434371)
O (0.211618, -2.402972, -3.729466)
S (-0.345430, -1.242476, -4.372982)
O (-1.607361, -0.691565, -3.966242)
O (-0.387215, -1.507051, -5.967686)
C (-1.089437, -2.660749, -6.439884)
C (-2.595486, -2.497086, -6.334094)
C (0.856306, 0.049123, -4.382759)
H (-0.750185, -3.553919, -5.909076)
H (-0.813807, -2.783496, -7.488267)
H (-2.912974, -2.427594, -5.294033)
H (-3.108369, -3.348873, -6.785094)
H (-2.916322, -1.581045, -6.832785)
H (1.807862, -0.349391, -4.727844)
H (0.948035, 0.414996, -3.356228)
H (0.507030, 0.848164, -5.034343)

Force components x, y, z for each atom (eV/Å):
O -0.082 1.296 -1.466
P -1.523 -0.246 0.583
Cl -0.178 -0.442 -0.212
N -0.884 -0.629 1.991
P 1.848 0.143 -0.920
O 0.466 1.652 1.278
O 0.817 -1.385 -1.514
S -0.320 -0.100 0.252
H -0.036 -0.360 0.172
H -0.062 -0.092 0.158
H -0.137 0.156 0.146
O 0.181 -0.348 0.381
S 0.592 0.460 -0.289
O -0.573 0.166 0.046
O 0.094 0.105 -0.327
C -0.352 -0.436 0.361
C 0.060 -0.193 -0.146
C -0.068 0.099 0.104
H 0.097 0.014 -0.138
H 0.166 0.170 -0.198
H -0.010 0.039 0.016
H -0.003 0.121 0.027
H -0.056 0.034 0.034
H -0.043 -0.057 0.060
H -0.005 -0.181 0.030
H -0.030 -0.072 -0.022
O -0.533 0.124 -0.156
S 0.633 0.744 -0.158
O 0.154 -0.504 -0.002
O 0.147 0.104 0.274
C -0.487 -0.455 -0.108
C -0.117 0.066 0.211
C 0.007 0.085 -0.259
H 0.056 0.118 0.107
H 0.212 0.208 0.090
H 0.028 -0.014 -0.030
H 0.097 0.006 -0.075
H 0.024 -0.058 -0.044
H -0.063 -0.041 -0.009
H -0.069 -0.192 -0.210
H -0.045 -0.104 -0.037



Table of relative energy (zero: lowest compared OMol25 entry of this formula, charge and spin) (eV), in record order: 0.364; 1.078